C8H20AgClO4 | wB97M-V/def2-TZVPD

Computed properties:
- E_tot: -33321.6650 eV
- Max |F|: 2.49 eV Å⁻¹
- Orbital gap (spin up / spin down): 10.47 / 5.83 eV
- E_HOMO (spin up / spin down): -0.500 / -0.498 Ha
- M: 323.6 g mol⁻¹

Geometry as ORCA input:
```
! RIJCOSX wB97M-V def2-TZVPD def2/J DEFGRID3
* xyz 1 2
Cl 3.30 -0.59 1.60
H -0.15 -3.02 1.33
H -2.52 2.26 0.93
O 1.37 2.05 -0.98
H -1.74 -1.19 -0.52
H 1.59 -2.55 0.30
H -3.46 1.61 -0.43
H -1.41 -1.53 3.70
Ag 0.92 0.55 0.69
O -1.34 1.27 -0.52
H -1.00 3.27 -0.89
H 3.15 2.65 -1.82
C 2.70 1.81 -1.30
C -0.86 -2.20 1.17
H 2.73 0.93 -1.95
O 0.29 -1.33 -0.82
H -0.35 -0.23 3.87
H -1.82 2.58 -2.14
H -2.71 0.58 0.79
H 0.68 2.70 -2.82
C -0.94 -1.90 -0.34
H 0.28 -1.84 3.54
C -1.03 2.33 -1.44
C -0.50 -1.13 3.27
H 3.19 1.55 -0.36
O -0.53 -0.94 1.89
H -1.19 -2.80 -0.90
H 0.40 1.06 -2.47
H -1.80 -2.60 1.54
H 1.36 -3.06 -1.40
C 0.40 2.04 -2.00
C 1.36 -2.21 -0.71
C -2.57 1.48 0.18
H 2.21 -1.59 -0.97
*
```